No. 1
Formula: C5H14O
Source: OMol25
Level of theory: the ωB97M-V functional and the def2-TZVPD basis

As for the SMILES: CCC.CCO. The frontier orbital gap comes out at 11.202 eV. The largest force on an atom is 1.76 eV/Å. The calculation puts the HOMO energy at -10.273 eV. The calculation puts the energy at -274.10583 hartree.

Each line ends with the natural charge from an NBO analysis.
Geometry (Å):
C (1.3200, 0.3727, -2.9771)  -0.617
C (0.2499, 0.0219, -1.9292)  -0.403
C (-0.2734, 1.2667, -1.1702)  -0.605
H (1.0378, 0.2298, -4.0139)  0.212
H (2.1895, -0.2567, -2.7945)  0.205
H (1.7255, 1.3642, -2.7521)  0.205
H (-0.6008, -0.4848, -2.3696)  0.199
H (0.7257, -0.5610, -1.1479)  0.198
H (0.4020, 1.4542, -0.3372)  0.202
H (-0.4016, 2.1415, -1.8063)  0.203
H (-1.2313, 1.0859, -0.6804)  0.202
C (-0.1942, -0.7769, 1.5663)  -0.636
C (-0.6517, -1.1034, 2.9833)  -0.067
O (-0.9108, 0.1178, 3.6997)  -0.732
H (-1.0303, -0.5281, 0.9142)  0.199
H (0.3447, -1.6071, 1.1090)  0.208
H (0.4368, 0.1112, 1.5811)  0.217
H (-1.5289, -1.7380, 2.9782)  0.168
H (0.2260, -1.4717, 3.5088)  0.177
H (-1.8348, 0.3618, 3.6378)  0.464

=====

No. 2
Formula: C5H14O
Source: OMol25
Level of theory: the ωB97M-V functional and the def2-TZVPD basis

As for the SMILES: CC(C)O.CC. The frontier orbital gap comes out at 10.898 eV. The largest force on an atom is 3.21 eV/Å. The calculation puts the HOMO energy at -9.994 eV. The calculation puts the energy at -274.10207 hartree.

Each line ends with the natural charge from an NBO analysis.
Geometry (Å):
C (-2.2972, -0.0171, 1.2183)  -0.624
C (-1.2418, -0.4995, 0.2493)  0.090
C (-0.4590, -1.7039, 0.6977)  -0.643
O (-2.0026, -0.9160, -0.9574)  -0.743
H (-1.8266, 0.3230, 2.1398)  0.211
H (-2.9522, -0.8684, 1.4225)  0.219
H (-2.9225, 0.7712, 0.8250)  0.225
H (-0.5525, 0.2109, -0.2337)  0.170
H (-0.9866, -2.1652, 1.5379)  0.211
H (-0.2838, -2.4866, -0.0366)  0.223
H (0.5207, -1.4127, 1.0997)  0.211
H (-1.3379, -1.0809, -1.6390)  0.456
C (1.8855, 0.7657, -0.1864)  -0.608
C (2.1780, 1.7010, -1.3768)  -0.609
H (2.1250, -0.2633, -0.4775)  0.199
H (2.4794, 1.0806, 0.6662)  0.210
H (0.8127, 0.6893, 0.0159)  0.192
H (3.2218, 2.0134, -1.3122)  0.203
H (2.0460, 1.2372, -2.3471)  0.203
H (1.5937, 2.6212, -1.3057)  0.203

=====

No. 3
Formula: C5H14O
Source: OMol25
Level of theory: the ωB97M-V functional and the def2-TZVPD basis

As for the SMILES: CCC.CCO. The frontier orbital gap comes out at 11.080 eV. The largest force on an atom is 1.64 eV/Å. The calculation puts the HOMO energy at -10.186 eV. The calculation puts the energy at -274.08212 hartree.

Each line ends with the natural charge from an NBO analysis.
Geometry (Å):
C (-0.6853, -0.0201, -1.9470)  -0.616
C (-0.8016, -1.5210, -1.4715)  -0.398
C (-0.5552, -1.9963, -0.0281)  -0.620
H (-0.4715, 0.7230, -1.1963)  0.199
H (0.2018, 0.0893, -2.6023)  0.203
H (-1.6198, 0.1160, -2.4713)  0.214
H (-0.0035, -1.9882, -2.0658)  0.194
H (-1.7671, -1.9378, -1.7513)  0.199
H (-1.5129, -2.2435, 0.4417)  0.203
H (0.0925, -1.4151, 0.6608)  0.210
H (-0.0276, -2.9450, -0.1402)  0.207
C (0.5395, 0.6369, 1.8793)  -0.630
C (0.6044, 1.9121, 1.0203)  -0.068
O (1.7329, 2.6688, 1.4652)  -0.730
H (0.9621, 0.9331, 2.8380)  0.232
H (1.0755, -0.1481, 1.3440)  0.195
H (-0.5028, 0.3082, 1.9593)  0.206
H (0.6062, 1.8585, -0.0679)  0.167
H (-0.3301, 2.4038, 1.2905)  0.166
H (2.4626, 2.5655, 0.8428)  0.469

=====

No. 4
Formula: C5H14O
Source: OMol25
Level of theory: the ωB97M-V functional and the def2-TZVPD basis

Its expectation value of S² is 0.754. The frontier orbital gap (alpha / beta) comes out at 10.736 / 4.429 eV. The largest force on an atom is 2.29 eV/Å. Its total charge is +1. The multiplicity is 2. The calculation puts the HOMO energy (alpha / beta) at -14.350 / -14.350 eV. The calculation puts the energy at -273.74320 hartree.

Each line ends with the natural charge from an NBO analysis.
Geometry (Å):
C (-0.3086, 2.1322, 1.1364)  -0.604
C (-1.3260, 2.5500, 2.1875)  -0.618
H (-0.7398, 1.5364, 0.3197)  0.172
H (0.1510, 3.0309, 0.7282)  0.221
H (0.4906, 1.4772, 1.5040)  0.182
H (-1.9012, 3.3997, 1.8073)  0.217
H (-0.7402, 3.0902, 2.9371)  0.220
H (-2.0157, 1.7909, 2.5329)  0.212
C (0.3799, -1.5004, -0.6749)  0.076
C (0.6778, -2.8477, -1.3396)  -0.665
C (1.0411, -0.3111, -1.3158)  -0.647
O (-0.9544, -1.2986, -0.4218)  -0.277
H (0.7716, -1.5123, 0.4093)  0.386
H (1.7409, -2.9315, -1.5370)  0.268
H (0.5733, 0.1332, -2.2019)  0.281
H (1.1535, 0.5572, -0.6656)  0.274
H (2.0189, -0.5896, -1.7046)  0.267
H (-1.4861, -2.0945, -0.6660)  0.526
H (0.1790, -2.9491, -2.3066)  0.262
H (0.2945, -3.6632, -0.7284)  0.247

=====

No. 5
Formula: C5H14O2
Source: OMol25
Level of theory: the ωB97M-V functional and the def2-TZVPD basis

The frontier orbital gap comes out at 8.870 eV. The largest force on an atom is 2.31 eV/Å. The calculation puts the HOMO energy at -8.179 eV. The calculation puts the energy at -349.20972 hartree.

Each line ends with the natural charge from an NBO analysis.
Geometry (Å):
C (1.1552, 0.1874, 0.0054)  0.094
C (1.8968, -0.7680, -0.8957)  -0.653
C (1.8186, 1.5211, 0.2397)  -0.651
C (0.2832, -0.3243, 0.9686)  -0.592
H (-0.8979, 0.6511, -1.2218)  0.046
H (1.2105, 2.1681, 0.8714)  0.221
H (0.2690, -1.3964, 1.1362)  0.230
H (2.8516, -1.0539, -0.4436)  0.221
H (1.3271, -1.6838, -1.0552)  0.227
H (2.1106, -0.3063, -1.8618)  0.214
H (2.0178, 2.0298, -0.7046)  0.215
H (2.7774, 1.3864, 0.7528)  0.222
H (-0.9786, -0.1116, 0.3133)  0.235
H (0.1949, 0.2066, 1.9127)  0.216
C (-2.2788, -0.1736, -0.1438)  0.171
O (-2.9173, 0.1998, 1.0548)  -0.735
O (-2.3007, -1.5654, -0.3546)  -0.754
H (-2.3862, -0.1253, 1.7944)  0.464
H (-3.2109, -1.8830, -0.2828)  0.469
H (-2.8938, 0.3222, -0.9011)  0.156
H (-0.0486, 0.7190, -1.1843)  -0.018

=====

No. 6
Formula: C5H14O2
Source: OMol25
Level of theory: the ωB97M-V functional and the def2-TZVPD basis

As for the SMILES: CC(C)(C)O.CO. The frontier orbital gap comes out at 9.582 eV. The largest force on an atom is 2.80 eV/Å. The calculation puts the HOMO energy at -8.911 eV. The calculation puts the energy at -349.31729 hartree.

Each line ends with the natural charge from an NBO analysis.
Geometry (Å):
C (2.1608, 0.1017, 0.7552)  -0.651
C (1.0005, -0.2208, -0.1565)  0.375
C (1.2484, -1.3995, -1.0711)  -0.659
C (0.3721, 0.9464, -0.7979)  -0.755
O (-0.1261, -0.8362, 1.0172)  -0.814
H (2.4718, -0.7812, 1.3085)  0.224
H (1.8801, 0.8774, 1.4647)  0.232
H (2.9993, 0.4640, 0.1579)  0.220
H (1.5303, -2.2841, -0.5021)  0.219
H (0.3626, -1.6222, -1.6656)  0.215
H (2.0577, -1.1543, -1.7611)  0.231
H (-0.2507, 0.7015, -1.6565)  0.211
H (1.0835, 1.7251, -1.0599)  0.228
H (-0.4404, 1.3544, -0.0428)  0.328
H (-0.6203, -1.5605, 0.6176)  0.474
C (-2.9633, 0.7009, 0.4213)  -0.244
O (-1.7400, 1.0465, 1.0207)  -0.803
H (-2.8227, 0.1191, -0.5049)  0.137
H (-3.5742, 0.0894, 1.0933)  0.157
H (-3.5226, 1.6063, 0.1712)  0.175
H (-1.1067, 0.1262, 1.1908)  0.501

=====

No. 7
Formula: C5H14O2S2Si
Source: OMol25
Level of theory: the ωB97M-V functional and the def2-TZVPD basis

The frontier orbital gap (alpha / beta) comes out at 6.284 / 6.973 eV. The largest force on an atom is 3.26 eV/Å. The calculation puts the HOMO energy (alpha / beta) at -7.557 / -7.946 eV. The calculation puts the energy at -1435.18501 hartree.

Each line ends with the natural charge from an NBO analysis.
Geometry (Å):
C (0.2135, 0.9073, 2.1401)  -0.622
C (-2.0086, 1.7105, -1.9273)  -0.238
C (-0.7576, -2.5023, -0.3016)  -0.252
C (1.2439, 0.1541, 1.3746)  -0.535
C (1.3098, 0.5238, -0.0536)  -0.402
O (-0.8187, 1.4556, -1.2940)  -0.910
O (-0.9143, -1.1399, -0.4049)  -0.898
Si (-0.0609, -0.0259, -1.2100)  1.943
S (2.8049, -1.9508, -0.2342)  -0.586
S (2.3961, 1.7318, -0.6251)  0.209
H (-0.8530, 0.5546, 2.2583)  0.228
H (0.5146, 0.8092, 3.2117)  0.222
H (0.2697, 1.9581, 1.8440)  0.210
H (-1.7429, 1.3905, -2.9760)  0.161
H (-2.0511, 2.7821, -1.9334)  0.193
H (-2.7872, 1.1128, -1.4461)  0.184
H (-0.3300, -2.8335, 0.6590)  0.185
H (0.1190, -2.8288, -0.8023)  0.201
H (-1.6112, -2.9764, -0.6351)  0.183
H (2.2387, 0.2944, 1.9147)  0.236
H (0.9076, -0.9747, 1.4213)  0.256
H (0.4779, -0.1339, -2.5015)  -0.233
H (3.9057, -1.6068, -0.9001)  0.118
H (1.8256, 1.9635, -1.8824)  0.148

=====

No. 8
Formula: C5H14O3
Source: OMol25
Level of theory: the ωB97M-V functional and the def2-TZVPD basis

As for the SMILES: C=C/C=C/C.O.O.O. The frontier orbital gap comes out at 9.764 eV. The largest force on an atom is 1.71 eV/Å. The calculation puts the HOMO energy at -9.360 eV. The calculation puts the energy at -424.54848 hartree.

Each line ends with the natural charge from an NBO analysis.
Geometry (Å):
C (-0.1534, 0.9228, -2.2544)  -0.383
C (0.8359, 0.0419, -2.1811)  -0.220
C (1.3790, -0.5377, -0.9444)  -0.248
C (1.7628, 0.0954, 0.1618)  -0.157
C (2.3965, -0.7018, 1.2676)  -0.667
H (-0.5988, 1.3178, -3.1611)  0.200
H (-0.6702, 1.3321, -1.3906)  0.190
H (1.2819, -0.2537, -3.1278)  0.209
H (1.3405, -1.6170, -0.8935)  0.202
H (1.4654, 1.0794, 0.4857)  0.202
H (3.0657, -1.4892, 0.9217)  0.225
H (1.6821, -0.8765, 2.0747)  0.221
H (3.1720, -0.1523, 1.8138)  0.224
O (-2.1589, -0.0234, 1.6111)  -0.937
H (-1.5292, -0.7500, 1.4831)  0.457
H (-2.5010, -0.0507, 0.7302)  0.479
O (-0.6252, 2.0818, 2.7328)  -0.943
H (-1.2228, 1.5264, 3.2368)  0.478
H (-0.3171, 1.5441, 2.0059)  0.466
O (-3.1010, -1.1650, -1.2567)  -0.961
H (-3.3456, -1.0237, -2.1698)  0.486
H (-2.1589, -1.3010, -1.1459)  0.477